Record 1
2 unconnected molecules or ions with the total composition C6H14N2O at a distorted geometry. Source: the OMol25 dataset; level of theory: the ωB97M-V functional and the def2-TZVPD basis.

Output
HOMO-LUMO gap: 7.24 eV
energy relative to the best compared isomer or geometry (same formula, charge and spin): 538.0 kJ/mol
E_LUMO: 0.7 eV
E_HOMO: -6.58 eV
multiplicity: 1

Geometry (Å):
C -1.12442 -0.00007 0.07753
C -0.30362 0.45489 -1.39066
C 1.56843 -0.34383 1.36237
C 2.09945 -0.77402 -0.91490
C -1.39172 -1.44334 0.42292
C -1.32279 0.99928 1.18841
N -1.70344 0.37531 -1.19351
N 2.16273 -0.05793 0.20349
O 0.26600 1.72918 -1.30513
H 0.80672 1.88106 -2.08813
H -2.21062 1.25845 -1.21976
H 2.38154 0.92511 0.06851
H 0.01855 -0.13058 -2.24766
H 1.30469 -1.36327 1.57082
H 1.62473 0.37707 2.15646
H 1.85592 -1.82036 -0.84101
H 2.58351 -0.39397 -1.79831
H -2.46606 -1.58964 0.56553
H -1.07963 -2.10541 -0.38513
H -0.90380 -1.73655 1.35024
H -0.85840 1.95368 0.94473
H -0.91400 0.62575 2.12706
H -2.39375 1.17920 1.34612

Forces on atoms 1 to 2 (eV/Å):
0.88 0.22 -2.35
-1.88 -0.27 2.12

Here are the Mulliken charges for atoms 1 to 4, given in e: C 1.421; C -0.349; C -0.985; C -0.829



Record 2
3 unconnected molecules or ions with the total composition C6H14N2O at a distorted geometry. Source: the OMol25 dataset; level of theory: the ωB97M-V functional and the def2-TZVPD basis.

Output
HOMO-LUMO gap: 8.51 eV
energy relative to the best compared isomer or geometry (same formula, charge and spin): 486.2 kJ/mol
E_LUMO: 0.4 eV
E_HOMO: -8.09 eV
multiplicity: 1

Geometry (Å):
C 1.07680 -0.16628 0.36990
C 0.69490 2.25409 0.59120
C 0.70882 -0.67595 1.75227
C 1.48367 -1.28513 -0.59490
O 1.00605 2.69021 -0.54267
H 0.25947 1.90392 -1.45174
H 1.98306 0.43272 0.44003
H -0.35758 2.22630 0.90580
H 1.44431 2.19061 1.37997
H 1.56499 -1.17541 2.22058
H -0.09935 -1.40641 1.72733
H 0.39366 0.12627 2.42195
H 1.76552 -0.87706 -1.56560
H 2.35950 -1.81117 -0.19873
H 0.69507 -2.02256 -0.75600
C -1.71914 -0.61027 -0.29286
N -2.89684 -0.60961 -1.14171
C -0.60281 0.27538 -0.77251
N -0.50244 1.06021 -1.68431
H -3.24170 0.33645 -1.26260
H -2.66259 -0.95127 -2.06750
H -1.35447 -1.63083 -0.18632
H -1.99890 -0.27421 0.70841

Forces on atoms 1 to 2 (eV/Å):
-1.35 -0.77 -0.82
0.24 1.55 -1.55

Here are the Mulliken charges for atoms 1 to 4, given in e: C 0.268; C -0.264; C -1.276; C -1.547



Record 3
2 unconnected molecules or ions with the total composition C6H14N2O at a distorted geometry. Source: the OMol25 dataset; level of theory: the ωB97M-V functional and the def2-TZVPD basis.

Output
HOMO-LUMO gap: 9.14 eV
energy relative to the best compared isomer or geometry (same formula, charge and spin): 322.6 kJ/mol
E_LUMO: 0.9 eV
E_HOMO: -8.26 eV
multiplicity: 1

Geometry (Å):
C 1.43250 1.78267 0.52015
C 0.57163 0.59525 0.89249
C 0.66254 -0.60163 0.22955
C 1.32204 -0.71601 -1.11314
C 0.35671 -1.89172 0.93142
H 1.39184 1.97393 -0.55092
H 1.07837 2.67942 1.03363
H 2.47626 1.62122 0.79678
H 0.35899 0.53207 1.95752
H 1.22920 -1.72361 -1.51771
H 2.38781 -0.48672 -1.03323
H 0.87673 -0.02039 -1.82335
H 1.28746 -2.42220 1.15240
H -0.24594 -2.54896 0.30223
H -0.20163 -1.72820 1.85277
N -1.78711 1.58612 -0.38415
N -1.74989 0.61127 -1.33677
C -1.95509 -0.58165 -0.91061
O -2.54324 -0.90704 0.26744
H -1.45749 2.44247 -0.81847
H -0.94653 1.28819 0.39552
H -1.87087 -1.40497 -1.60397
H -2.67429 -0.07951 0.76043

Forces on atoms 1 to 2 (eV/Å):
-0.74 0.23 -0.26
1.75 -1.56 0.03

Here are the Mulliken charges for atoms 1 to 4, given in e: C -1.364; C -0.681; C 1.364; C -1.537



Record 4
2 unconnected molecules or ions with the total composition C6H14N2O2 at a distorted geometry. Source: the OMol25 dataset; level of theory: the ωB97M-V functional and the def2-TZVPD basis.

Output
HOMO-LUMO gap: 10.11 eV
energy relative to the best compared isomer or geometry (same formula, charge and spin): 189.5 kJ/mol
E_LUMO: 0.5 eV
E_HOMO: -9.58 eV
multiplicity: 1

Geometry (Å):
C -3.08341 -0.26439 0.40874
N -1.62294 -0.67543 0.14587
C -1.24920 -1.52889 -0.90327
C 0.19498 -1.88523 -0.94663
O -2.22875 -1.86162 -1.56710
H -3.38569 0.54312 -0.20875
H -3.72878 -1.15102 0.12901
H -3.21386 0.08297 1.40466
H -1.05213 -0.52460 0.96132
H 0.84398 -1.32851 -1.59469
H 0.63024 -1.72959 0.02378
H 0.27002 -2.93134 -1.22210
C 1.13344 0.91007 2.13857
N 0.93060 0.79615 0.66004
C 2.06603 0.94563 -0.06866
C 1.82437 1.43909 -1.55306
O 3.15108 0.49851 0.24972
H 2.07909 0.38983 2.29545
H 1.04017 1.98031 2.43421
H 0.35663 0.29535 2.62226
H 0.08994 1.07736 0.14781
H 0.67272 1.55923 -1.64529
H 1.93874 2.49312 -1.60355
H 2.34271 0.86989 -2.30833

Forces on atoms 1 to 2 (eV/Å):
1.28 -2.70 -1.64
-1.04 1.03 0.94

Here are the Mulliken charges for atoms 1 to 4, given in e: C -0.995; N -0.215; C 0.779; C -1.023



Record 5
2 unconnected molecules or ions with the total composition C6H14N2O2 at a distorted geometry. Source: the OMol25 dataset; level of theory: the ωB97M-V functional and the def2-TZVPD basis.

Output
HOMO-LUMO gap: 9.65 eV
energy relative to the best compared isomer or geometry (same formula, charge and spin): 81.8 kJ/mol
E_LUMO: 0.6 eV
E_HOMO: -9.10 eV
multiplicity: 1

Geometry (Å):
C -1.17354 1.31144 2.82243
N 0.01002 0.56758 3.15994
C 0.58299 -0.36702 2.33392
C 1.93225 -0.82130 2.81017
O -0.02366 -0.75079 1.35494
H -1.91002 1.09614 3.62009
H -1.14191 2.41427 2.97150
H -1.55166 1.15310 1.82099
H 0.62462 0.92089 3.88185
H 1.90271 -1.20224 3.82857
H 2.32835 -1.48454 2.04125
H 2.63134 -0.00376 2.95267
C -0.52107 -1.96387 -2.59286
N -0.34922 -0.68842 -1.95637
C -0.15262 0.45834 -2.66208
C -0.12272 1.72999 -1.85257
O -0.15470 0.46782 -3.87739
H -1.18336 -2.59523 -2.00283
H -0.83025 -1.90213 -3.63921
H 0.39311 -2.58345 -2.69772
H -0.43558 -0.68667 -0.94832
H 0.54646 2.49033 -2.26040
H 0.14549 1.63063 -0.78910
H -1.15175 2.09180 -1.83658

Forces on atoms 1 to 2 (eV/Å):
-1.27 1.10 1.73
1.23 0.23 -0.32

Here are the Mulliken charges for atoms 1 to 4, given in e: C -0.881; N -0.185; C 0.813; C -1.337



Record 6
2 unconnected molecules or ions with the total composition C6H14N2O2 at a distorted geometry. Source: the OMol25 dataset; level of theory: the ωB97M-V functional and the def2-TZVPD basis.

Output
HOMO-LUMO gap: 10.31 eV
energy relative to the best compared isomer or geometry (same formula, charge and spin): 75.4 kJ/mol
E_LUMO: 0.8 eV
E_HOMO: -9.55 eV
multiplicity: 1

Geometry (Å):
C 0.11246 -1.52671 -0.82014
N -1.08096 -2.01536 -0.15913
C -1.31171 -1.64554 1.13909
C -2.74023 -1.96636 1.60557
O -0.45649 -1.20999 1.87828
H 0.87403 -1.23122 -0.12293
H 0.61429 -2.27411 -1.44133
H -0.08585 -0.70178 -1.51021
H -1.84801 -2.31932 -0.72984
H -2.86595 -3.05178 1.56969
H -2.76572 -1.75948 2.67753
H -3.43048 -1.38512 1.00113
C 2.75904 1.32037 0.32618
N 1.33741 1.57134 0.22096
C 0.78554 1.78912 -1.01216
C -0.66742 2.24587 -0.97472
O 1.33115 1.46992 -2.04980
H 3.35176 2.22272 0.30455
H 2.98604 0.85720 1.28659
H 3.11346 0.64844 -0.45006
H 0.97167 2.12027 0.97648
H -1.22287 1.92295 -1.84571
H -1.13437 1.75162 -0.11560
H -0.68579 3.30894 -0.75288

Forces on atoms 1 to 2 (eV/Å):
0.39 -0.30 -1.24
0.77 0.65 0.29

Here are the Mulliken charges for atoms 1 to 4, given in e: C -0.790; N -0.184; C 0.749; C -1.202